Entry 1:
{"formula": "C44H45InN7OSSbSe4Si", "method": "ωB97M-V/def2-TZVPD", "relative_energy_kj_mol": 24.6, "e_tot_ev": -350652.3542, "mol_weight_da": 1300.46, "homo_ev": -0.56, "e_lumo_ev": 3.64, "total_charge": -2, "species": ["In", "C", "C", "N", "N", "C", "O", "C", "C", "C", "C", "C", "C", "C", "C", "C", "C", "C", "N", "H", "H", "H", "H", "H", "H", "H", "H", "H", "H", "H", "H", "Se", "Sb", "Se", "Se", "Se", "N", "C", "N", "C", "C", "C", "C", "C", "C", "H", "H", "H", "H", "H", "H", "C", "C", "C", "C", "C", "C", "Si", "C", "C", "C", "C", "C", "C", "C", "C", "C", "C", "C", "C", "H", "H", "H", "H", "H", "H", "H", "H", "H", "H", "H", "H", "H", "H", "H", "C", "N", "C", "C", "S", "N", "C", "C", "H", "H", "H", "H", "H", "H", "H", "H", "H", "H", "H", "H"], "positions_angstrom": [[1.0349, -1.0678, -0.6218], [-0.4093, -1.5828, -4.9716], [0.0879, -1.0492, -3.6669], [-0.1062, -1.6435, -2.5443], [-0.7346, -2.8290, -2.5161], [-0.9015, -3.2247, -1.2358], [-0.7148, -2.5181, -0.2209], [-1.3584, -4.6292, -1.0160], [-1.4829, -5.5480, -2.0576], [-1.8269, -6.8627, -1.7804], [-2.0404, -7.2636, -0.4617], [-1.9034, -6.3492, 0.5728], [-1.5647, -5.0326, 0.2962], [0.9110, 0.1799, -3.6298], [1.0890, 0.9527, -4.7745], [1.8692, 2.0955, -4.7096], [2.4505, 2.4529, -3.5083], [2.2234, 1.6381, -2.4112], [1.4827, 0.5326, -2.4696], [-0.9035, -2.5311, -4.7854], [-1.1227, -0.8974, -5.4388], [0.4203, -1.7423, -5.6667], [-1.2841, -5.2194, -3.0695], [-1.9136, -7.5813, -2.5888], [-2.2929, -8.2957, -0.2442], [-2.0358, -6.6504, 1.6051], [-1.4324, -4.3310, 1.1111], [0.6210, 0.6509, -5.7007], [2.0176, 2.7033, -5.5946], [3.0657, 3.3357, -3.4088], [2.6522, 1.8654, -1.4442], [4.6861, -3.9194, 2.2421], [2.3910, -4.2167, 1.4216], [1.0349, -2.5634, 2.8671], [2.6665, -2.9468, -1.0089], [-0.3126, -4.2387, 3.8112], [6.3174, -0.0403, -0.5479], [5.0087, -0.4251, -0.6904], [4.1684, 0.4197, -0.1681], [4.9676, 1.4275, 0.3716], [4.5996, 2.5708, 1.0751], [5.6028, 3.4219, 1.5059], [6.9559, 3.1470, 1.2485], [7.3388, 2.0058, 0.5629], [6.3207, 1.1559, 0.1414], [7.1122, -0.5961, -0.8039], [4.7203, -1.3592, -1.1605], [3.5558, 2.7635, 1.2929], [5.3422, 4.3156, 2.0597], [7.7153, 3.8332, 1.6036], [8.3827, 1.7843, 0.3742], [0.2590, 5.1091, -0.7679], [-0.3909, 4.0501, -1.3925], [-0.3170, 2.7709, -0.8535], [0.3890, 2.5102, 0.3316], [1.0105, 3.5989, 0.9547], [0.9609, 4.8792, 0.4085], [0.3585, 0.7453, 1.0834], [-1.3076, 0.6697, 1.9755], [-1.7609, -0.5625, 2.4640], [-2.8613, -0.6394, 3.3105], [-3.5312, 0.5171, 3.6925], [-3.1134, 1.7462, 3.1958], [-2.0215, 1.8197, 2.3344], [1.6054, 0.7267, 2.5024], [2.7257, -0.1086, 2.4851], [3.6237, -0.1461, 3.5449], [3.4257, 0.6762, 4.6445], [2.3074, 1.5038, 4.7001], [1.4011, 1.5125, 3.6478], [0.2128, 6.1065, -1.1913], [-0.9550, 4.2180, -2.3042], [-0.8361, 1.9586, -1.3535], [1.5308, 3.4473, 1.8944], [1.4696, 5.6980, 0.9048], [-1.2222, -1.4756, 2.2088], [-3.1663, -1.6075, 3.6924], [-4.3762, 0.4623, 4.3711], [-3.6279, 2.6557, 3.4877], [-1.7085, 2.7926, 1.9681], [2.9165, -0.7568, 1.6372], [4.4469, -0.8515, 3.5098], [4.1289, 0.6563, 5.4703], [2.1330, 2.1282, 5.5697], [0.5083, 2.1276, 3.7246], [-4.2766, 2.5871, -1.4440], [-4.8188, 1.3920, -0.8250], [-5.7449, 1.6716, 0.2660], [-4.1814, 0.1937, -0.9526], [-2.7789, -0.0215, -1.8425], [-4.8187, -0.8593, -0.3338], [-6.2208, -1.1036, -0.6330], [-4.0744, -2.0868, -0.0707], [-5.1003, 3.2716, -1.6625], [-3.7613, 2.3266, -2.3637], [-3.5626, 3.0797, -0.7764], [-5.4335, 2.5882, 0.7669], [-5.7209, 0.8693, 0.9956], [-6.7691, 1.8065, -0.0987], [-6.7201, -0.1984, -0.9629], [-6.7370, -1.4897, 0.2495], [-6.3042, -1.8498, -1.4321], [-3.0464, -1.8644, 0.1930], [-4.0703, -2.7519, -0.9413], [-4.5491, -2.5972, 0.7710]]}

Entry 2:
{"formula": "C44H46Cl2F3IN4O3PSSbYb", "method": "ωB97M-V/def2-TZVPD", "relative_energy_kj_mol": 0.0, "e_tot_ev": -157965.5073, "mol_weight_da": 1291.52, "spin_multiplicity": 2, "s2": 0.751, "homo_ev": [-10.14, -10.15], "e_lumo_ev": [-2.78, -2.78], "total_charge": 1, "species": ["Yb", "N", "N", "C", "N", "S", "H", "H", "H", "H", "H", "Cl", "C", "C", "C", "I", "C", "O", "C", "N", "C", "C", "C", "C", "H", "H", "H", "H", "Cl", "C", "C", "C", "C", "O", "C", "C", "O", "C", "H", "H", "H", "H", "F", "C", "C", "C", "C", "C", "C", "Sb", "C", "C", "C", "C", "F", "C", "C", "C", "C", "C", "C", "F", "C", "C", "H", "H", "H", "H", "H", "H", "H", "H", "H", "H", "H", "H", "C", "C", "C", "P", "C", "C", "C", "C", "C", "C", "H", "H", "H", "H", "H", "H", "H", "H", "H", "H", "H", "H", "H", "H", "H", "H", "H", "H", "H", "H", "H"], "positions_angstrom": [[-0.8716, -0.1691, -0.9267], [0.4196, -2.3238, -3.3929], [1.7499, -2.7087, -3.1508], [2.5332, -1.7861, -2.5074], [3.8280, -2.1063, -2.3983], [1.9688, -0.3273, -1.9152], [-0.1385, -3.1543, -3.5278], [0.3514, -1.6786, -4.1682], [2.2248, -3.2309, -3.8843], [4.2336, -2.8960, -2.8739], [4.4435, -1.4229, -1.9794], [-3.3124, -0.2637, -7.7812], [-2.5737, 0.1047, -6.2678], [-1.7289, 1.1572, -6.1794], [-1.0705, 1.4391, -4.9564], [0.2596, 3.0023, -4.7038], [-1.3077, 0.7070, -3.8441], [-0.8812, 1.0312, -2.6358], [-2.1424, -0.4424, -3.9696], [-2.2691, -1.1968, -2.8278], [-3.0722, -2.2270, -2.8617], [-3.8190, -2.6028, -3.9961], [-3.6956, -1.8593, -5.1394], [-2.8087, -0.7475, -5.1497], [-1.5318, 1.7824, -7.0527], [-3.1703, -2.7744, -1.9413], [-4.4886, -3.4478, -3.9360], [-4.2653, -2.1146, -6.0317], [-6.2761, 4.3060, 2.2578], [-4.8902, 3.4264, 1.6567], [-3.6008, 4.0062, 1.7816], [-2.4692, 3.3619, 1.3639], [-2.5596, 2.0994, 0.7332], [-1.4864, 1.4636, 0.3208], [-3.8444, 1.5273, 0.6115], [-3.9994, 0.2086, 0.0817], [-3.0976, -0.4938, -0.3745], [-5.0040, 2.1950, 1.0737], [-3.5193, 4.9888, 2.2223], [-1.5157, 3.8506, 1.4534], [-5.0073, -0.2244, 0.1043], [-5.9749, 1.7331, 0.9440], [0.7153, 8.0257, -0.0488], [0.8564, 6.6878, 0.0615], [0.8431, 6.1181, 1.3148], [0.9423, 4.7426, 1.4207], [1.0555, 3.9369, 0.2926], [1.0470, 4.5318, -0.9629], [0.9695, 5.9093, -1.0870], [1.3264, 1.8259, 0.5151], [3.4678, 1.7769, 0.3285], [4.2724, 1.0867, 1.2306], [5.6413, 0.9979, 1.0480], [6.1990, 1.6177, -0.0594], [7.5334, 1.5530, -0.2680], [5.4148, 2.2918, -0.9938], [4.0541, 2.3840, -0.7722], [1.1542, 1.7533, 2.6339], [2.1610, 2.2055, 3.4711], [2.0566, 2.0925, 4.8541], [0.9113, 1.5529, 5.3907], [0.8170, 1.4172, 6.7270], [-0.1486, 1.1491, 4.5952], [-0.0194, 1.2613, 3.2119], [0.7218, 6.7226, 2.2067], [0.9289, 4.2831, 2.3963], [1.1184, 3.9293, -1.8692], [1.0116, 6.3785, -2.0658], [3.8273, 0.6315, 2.1118], [6.2807, 0.4765, 1.7520], [5.8849, 2.7523, -1.8640], [3.4154, 2.8730, -1.4972], [3.0722, 2.6356, 3.0460], [2.8708, 2.3896, 5.5001], [-1.0620, 0.7704, 5.0353], [-0.8531, 0.9626, 2.5824], [-2.2260, -1.6576, 2.4613], [-1.8437, -2.8662, 1.6216], [-1.9990, -4.1452, 2.4017], [-0.2500, -2.5232, 0.7730], [1.0025, -2.0299, 2.0128], [2.3777, -1.9442, 1.3747], [1.0440, -2.7913, 3.3101], [0.3158, -4.0360, -0.0933], [-0.7666, -4.5453, -1.0276], [0.8449, -5.1574, 0.7649], [-3.2671, -1.7223, 2.7818], [-2.1018, -0.7117, 1.9327], [-1.6328, -1.5964, 3.3818], [-2.5563, -2.8950, 0.7827], [-1.2138, -4.2894, 3.1481], [-1.9982, -5.0286, 1.7424], [-2.9470, -4.1331, 2.9196], [0.7003, -1.0009, 2.2422], [2.7914, -2.9097, 1.0574], [3.0691, -1.5344, 2.0949], [2.3918, -1.3094, 0.4879], [1.3149, -3.8487, 3.1830], [0.1078, -2.7480, 3.8487], [1.8190, -2.3460, 3.9429], [1.1442, -3.6785, -0.7260], [-1.6536, -4.8882, -0.4806], [-0.3974, -5.3843, -1.6188], [-1.0966, -3.7442, -1.6898], [0.0970, -5.5609, 1.4375], [1.7083, -4.8976, 1.3626], [1.1141, -5.9912, 0.1005]]}